86
Properties=species:S:1:pos:R:3:forces:R:3 method="wB97M-V/def2-TZVPD" energy_ev=-103220.2463 de_lowest_ev=0.138 multiplicity=2 orbital_gap_ev="5.40 / 7.01" charge=+1
Ir 0.561 -0.037 0.276 -0.3 -0.4 0.2
Ge -3.448 -0.968 -2.550 0.0 0.0 -0.1
O 0.777 -1.999 -0.662 0.0 0.2 -0.2
O -0.761 -1.090 1.821 0.4 0.2 -0.1
N -1.162 0.384 -0.906 0.0 -0.1 0.0
N 2.280 -3.315 0.424 0.0 0.0 0.0
N 2.239 -0.438 1.387 0.0 0.0 0.1
N 1.479 -3.870 -1.672 0.0 0.0 0.0
N 1.991 0.671 -0.900 0.1 0.1 -0.1
N 0.057 1.784 0.990 -0.2 0.1 0.1
C 0.421 0.996 -2.777 0.1 0.0 0.0
C 3.240 0.535 -0.488 0.0 0.0 0.0
C -3.334 0.822 0.220 0.0 0.0 -0.1
C 2.186 2.403 2.297 0.0 0.0 0.0
C 0.873 2.806 1.645 0.0 0.0 -0.1
C 5.675 1.088 -0.975 0.0 0.0 0.0
C -4.273 2.958 1.091 0.0 0.0 0.0
C 6.413 0.159 -0.249 0.0 0.0 0.0
C -4.246 0.711 -3.146 0.0 0.0 0.0
C 4.311 1.265 -1.063 0.0 0.0 0.0
C -4.350 1.585 0.799 0.0 0.0 0.0
C -4.743 -2.047 -1.548 0.0 0.0 0.0
C -1.228 2.142 0.748 0.0 -0.1 0.1
C 4.596 -0.849 1.155 0.0 0.0 0.0
C -1.775 3.375 1.070 0.0 0.1 0.0
C 2.243 -0.709 2.819 0.0 0.0 0.0
C -3.150 3.743 1.121 0.0 0.0 0.0
C -0.863 1.320 -2.043 0.0 0.0 0.0
C -2.877 -2.025 -4.097 0.0 0.0 0.0
C 1.501 -3.009 -0.634 0.0 -0.1 0.2
C 5.901 -0.702 0.695 0.0 0.0 0.0
C 1.395 0.297 3.591 0.0 0.1 0.0
C -2.008 1.113 0.046 -0.1 0.0 0.0
C -2.019 -1.779 1.979 -0.2 0.0 -0.1
C -1.757 -0.859 -1.465 0.0 -0.1 0.0
C -1.925 -3.229 1.558 0.0 0.0 0.0
C 2.025 1.688 3.642 0.0 0.0 0.0
C 3.390 -0.273 0.732 0.2 -0.1 -0.1
C 1.674 1.483 -2.063 -0.1 0.0 0.0
H -1.855 -1.584 -0.653 0.0 0.1 -0.1
H 2.982 -4.031 0.353 0.0 0.0 0.0
H 0.502 -0.078 -2.967 0.0 0.0 0.0
H 1.537 2.526 -1.749 0.0 0.0 -0.1
H 2.997 1.627 4.140 0.0 0.0 0.0
H 4.009 2.101 -1.676 0.0 0.0 0.0
H 4.498 -1.553 1.973 0.0 0.0 0.0
H -2.266 -1.430 -4.778 0.0 0.0 0.0
H -1.253 -3.786 2.214 0.0 0.0 0.0
H -4.486 1.363 -2.307 0.0 0.0 0.0
H -3.664 -0.134 -0.170 0.0 0.1 0.0
H -3.597 1.249 -3.836 0.0 0.0 0.0
H -0.995 -1.269 -2.126 0.0 0.0 0.0
H -5.170 0.477 -3.677 0.0 0.0 0.0
H 2.508 1.454 -2.763 0.0 0.0 0.0
H 2.721 3.338 2.484 0.0 0.0 0.0
H -5.213 3.455 1.301 0.0 0.0 0.0
H -2.317 -1.690 3.025 0.0 0.0 0.0
H -1.719 1.285 -2.718 0.0 0.0 0.0
H 6.625 -1.338 1.193 0.0 0.0 0.0
H 1.958 -4.752 -1.651 0.0 0.0 0.0
H -2.734 -1.215 1.387 0.1 -0.1 0.1
H 0.382 1.483 -3.753 0.0 0.0 0.0
H -4.518 -3.106 -1.689 0.0 0.0 0.0
H -3.738 -2.398 -4.653 0.0 0.0 0.0
H -5.318 1.108 0.885 0.0 0.0 0.0
H 0.393 0.370 3.165 0.1 0.0 0.0
H 3.264 -0.639 3.200 0.0 0.0 0.0
H -5.747 -1.864 -1.930 0.0 0.0 0.0
H -1.103 4.159 1.383 0.0 0.0 0.0
H -0.099 -1.532 2.364 -0.1 0.0 0.1
H 0.848 -3.680 -2.429 0.0 0.0 0.0
H 7.484 0.150 -0.401 0.0 0.0 0.0
H 2.439 -2.559 1.073 0.0 0.0 0.0
H -3.319 4.794 1.326 0.0 0.0 0.0
H 1.069 3.619 0.932 0.0 0.0 0.0
H -4.754 -1.844 -0.476 0.0 0.0 0.0
H 6.255 1.783 -1.572 0.0 0.0 0.0
H 1.913 -1.739 3.035 -0.1 0.0 0.0
H 1.280 -0.082 4.610 0.0 0.0 0.0
H 1.396 2.318 4.278 0.0 0.0 0.0
H -2.292 -2.887 -3.771 0.0 0.0 0.0
H -2.909 -3.696 1.617 0.0 0.0 0.0
H 0.257 3.243 2.438 0.0 0.0 0.0
H 2.815 1.847 1.609 0.0 0.1 0.0
H -0.814 2.331 -1.639 0.0 0.0 0.0
H -1.558 -3.320 0.535 0.0 0.0 0.0